Entry from the OMol25 dataset: C26H36N6ORbS2 as an isolated structure (ωB97M-V with the def2-TZVPD basis set).

The calculation puts the LUMO energy at 2.07 eV. The calculation puts the highest occupied orbital energy at -0.0927 Ha. As for the energy relative to the best compared isomer or geometry (same formula, charge and spin): 2.0451 eV. As for the orbital gap: 0.169 Eh.

Structure (ORCA input):
```
! RIJCOSX wB97M-V def2-TZVPD def2/J DEFGRID3
* xyz -1 1
Rb 0.974 0.353 -0.560
C -1.885 -1.152 1.562
C -1.331 -0.289 2.696
N 0.011 0.169 2.417
C 0.425 1.350 3.130
C -0.359 2.556 2.646
C -0.861 3.511 3.521
C -1.660 4.522 3.008
C -1.952 4.532 1.657
C -1.395 3.542 0.848
C -1.697 3.499 -0.639
N -1.584 2.190 -1.239
C -2.765 1.346 -1.160
C -2.914 0.577 0.149
N -1.907 -0.462 0.279
N -0.596 2.605 1.337
H -2.886 -1.509 1.862
H -1.245 -2.032 1.456
H -1.398 -0.873 3.628
H -1.980 0.581 2.838
H 0.695 -0.587 2.493
H 1.490 1.509 2.931
H 0.314 1.285 4.226
H -0.654 3.439 4.581
H -2.079 5.275 3.666
H -2.615 5.274 1.230
H -0.983 4.157 -1.145
H -2.693 3.950 -0.790
H -1.321 2.297 -2.217
H -2.694 0.629 -1.985
H -3.690 1.926 -1.328
H -3.941 0.175 0.206
H -2.809 1.269 0.986
H -2.012 -1.134 -0.471
C -1.126 -1.898 -4.097
N -1.254 -0.452 -4.048
C -0.215 0.439 -4.110
N 0.987 0.021 -3.775
S -0.674 2.044 -4.557
H -1.943 -2.354 -3.536
H -0.205 -2.204 -3.624
H -1.157 -2.258 -5.132
H -2.086 -0.060 -4.457
H 1.253 -0.918 -3.051
H 1.679 0.736 -3.956
O 1.903 -1.988 2.331
S 2.135 -2.626 0.968
C 3.297 -3.961 1.346
C 4.102 -3.901 2.474
C 5.050 -4.889 2.684
C 5.196 -5.928 1.770
C 4.382 -5.984 0.649
C 3.423 -5.000 0.437
C 3.101 -1.585 0.002
C 3.196 -1.936 -1.492
C 4.033 -0.862 -2.163
C 4.611 0.176 -1.534
C 4.512 0.389 -0.106
C 3.780 -0.528 0.613
H 3.966 -3.080 3.168
H 5.682 -4.852 3.564
H 5.942 -6.696 1.937
H 4.494 -6.791 -0.064
H 2.778 -5.029 -0.435
H 3.743 -2.896 -1.584
H 4.143 -0.956 -3.241
H 5.178 0.888 -2.128
H 5.020 1.213 0.375
H 3.661 -0.404 1.686
C 1.844 -2.065 -2.244
H 2.109 -2.402 -3.265
H 1.274 -2.917 -1.840
*
```

Entry from the OMol25 dataset: one molecule with the formula C4H9NS (ωB97M-V with the def2-TZVPD basis set).

The calculation puts the LUMO energy at 0.97 eV. The calculation puts the highest occupied orbital energy at -0.3310 Ha. As for the energy relative to the best compared isomer or geometry (same formula, charge and spin): 2.0052 eV. Its SMILES is SCCN1CC1. As for the orbital gap: 0.367 Eh.

Structure (ORCA input):
```
! RIJCOSX wB97M-V def2-TZVPD def2/J DEFGRID3
* xyz 0 1
S -0.218 -1.386 2.066
C 0.685 -0.706 0.599
C -0.096 0.511 0.169
N 0.533 0.856 -1.100
C -0.193 0.507 -2.305
C -0.215 1.867 -1.732
H -1.212 -1.913 1.433
H 1.730 -0.490 0.916
H 0.747 -1.434 -0.189
H 0.066 1.423 0.782
H -1.220 0.351 0.103
H 0.435 0.333 -3.180
H -1.093 -0.091 -2.132
H -1.092 2.251 -1.299
H 0.297 2.682 -2.165
*
```

Entry from the OMol25 dataset: H10NaO5 as an isolated structure (ωB97M-V with the def2-TZVPD basis set).

The calculation puts the LUMO energy at -3.28 eV. The calculation puts the highest occupied orbital energy at -0.5675 Ha. As for the energy relative to the best compared isomer or geometry (same formula, charge and spin): 0.1295 eV. As for the orbital gap: 0.447 Eh.

Structure (ORCA input):
```
! RIJCOSX wB97M-V def2-TZVPD def2/J DEFGRID3
* xyz 1 1
Na 0.301 -0.307 -0.235
O -0.946 -1.375 -2.069
H -1.281 -2.266 -1.891
H -0.780 -1.347 -3.020
O 1.364 1.261 -1.693
H 2.142 1.771 -1.955
H 0.634 1.659 -2.186
O 1.622 0.406 1.904
H 1.406 1.245 2.336
H 2.588 0.355 1.915
O -0.288 -1.837 1.438
H 0.335 -1.733 2.173
H -1.164 -1.768 1.839
O -1.703 1.036 0.579
H -2.502 1.286 1.063
H -1.727 1.614 -0.198
*
```

Entry from the OMol25 dataset: a 3-piece molecular cluster, C3H9NOS overall (ωB97M-V with the def2-TZVPD basis set).

The calculation puts the LUMO energy (spin up / spin down) at -5.35 / -8.21 eV. The calculation puts the highest occupied orbital energy (spin up / spin down) at -0.5432 / -0.5426 Ha. As for the energy relative to the best compared isomer or geometry (same formula, charge and spin): 3.0119 eV. The expectation value of S² is 0.756. As for the orbital gap (spin up / spin down): 0.346 / 0.241 Eh.

Structure (ORCA input):
```
! RIJCOSX wB97M-V def2-TZVPD def2/J DEFGRID3
* xyz 1 2
O 0.554 0.595 1.789
C 1.098 0.483 0.656
C 0.745 1.436 -0.486
N -0.640 1.857 -0.541
H 1.981 -0.155 0.457
H 1.346 2.352 -0.437
H 1.055 0.878 -1.374
H -0.676 2.826 -0.884
H -0.490 0.129 -0.522
H -1.192 1.707 0.319
C -0.847 -2.482 0.287
S 0.096 -1.610 -1.000
H -0.839 -1.943 1.222
H -1.881 -2.639 -0.025
H -0.311 -3.434 0.540
*
```

Entry from the OMol25 dataset: a 2-piece molecular cluster, C26H53Br2N2O2P2Si overall (ωB97M-V with the def2-TZVPD basis set).

The calculation puts the LUMO energy at -2.92 eV. The calculation puts the highest occupied orbital energy at -0.3726 Ha. As for the orbital gap: 0.265 Eh.

Structure (ORCA input):
```
! RIJCOSX wB97M-V def2-TZVPD def2/J DEFGRID3
* xyz 1 1
C 1.112 0.885 5.664
C 0.550 2.267 5.201
C -0.918 2.068 4.804
C -1.727 3.376 4.620
C -3.216 3.269 5.037
C -3.992 2.249 4.152
C -3.880 0.797 4.684
C -5.150 -0.061 4.520
C -5.794 -0.007 3.113
C -4.781 0.001 1.966
C -3.856 -1.256 1.916
C -2.400 -0.829 1.626
C -1.601 -1.808 0.739
C -0.098 -1.371 0.841
C 0.614 -1.490 -0.521
C 0.194 -0.308 -1.435
Si 1.220 1.297 -1.164
C 0.175 2.381 0.004
C 0.728 3.773 0.320
O 0.013 4.609 0.628
Br 2.632 4.193 0.255
P 1.446 2.176 -3.206
C 0.567 3.811 -3.335
C 3.242 2.320 -3.690
P 3.293 0.854 -0.398
O 3.846 -0.527 -1.206
Br 2.925 0.367 1.784
H 0.952 0.715 6.732
H 2.162 0.756 5.386
H 0.540 0.126 5.114
H 1.175 2.599 4.362
H 0.628 3.004 6.007
H -1.391 1.513 5.629
H -1.032 1.433 3.914
H -1.651 3.731 3.583
H -1.256 4.141 5.255
H -3.631 4.265 4.833
H -3.294 3.035 6.105
H -5.038 2.567 4.081
H -3.531 2.352 3.161
H -2.988 0.296 4.292
H -3.696 0.880 5.765
H -4.883 -1.101 4.756
H -5.927 0.206 5.248
H -6.515 0.817 3.046
H -6.400 -0.920 3.004
H -4.152 0.892 1.936
H -5.357 0.010 1.029
H -4.180 -1.865 1.058
H -3.947 -1.907 2.791
H -2.330 0.147 1.127
H -1.868 -0.785 2.588
H -1.885 -1.708 -0.316
H -1.674 -2.849 1.069
H 0.417 -1.905 1.646
H -0.114 -0.315 1.146
H 1.697 -1.628 -0.423
H 0.225 -2.407 -0.995
H -0.850 -0.050 -1.194
H 0.193 -0.564 -2.503
H -0.067 1.888 0.954
H -0.778 2.559 -0.511
H -0.489 3.618 -3.532
H 0.956 4.373 -4.192
H 0.739 4.419 -2.441
H 3.549 3.371 -3.688
H 3.913 1.689 -3.098
H 3.351 1.980 -4.729
H 3.525 -0.494 -2.120
C 5.694 -5.749 -6.593
C 5.450 -4.252 -6.666
N 4.083 -3.887 -6.256
C 2.923 -4.472 -6.710
C 1.894 -3.798 -6.140
N 2.446 -2.815 -5.354
C 3.771 -2.893 -5.429
C 1.696 -1.829 -4.569
H 5.003 -6.299 -7.232
H 6.704 -5.983 -6.924
H 5.565 -6.114 -5.573
H 5.593 -3.890 -7.685
H 6.152 -3.725 -6.022
H 2.961 -5.300 -7.392
H 0.826 -3.900 -6.208
H 4.472 -2.255 -4.917
H 1.951 -0.826 -4.908
H 1.945 -1.944 -3.515
H 0.631 -1.989 -4.705
*
```

Entry from the OMol25 dataset: C19H20F6NOSSiTc as an isolated structure (ωB97M-V with the def2-TZVPD basis set).

The calculation puts the LUMO energy (spin up / spin down) at -9.76 / -9.80 eV. The calculation puts the highest occupied orbital energy (spin up / spin down) at -0.5629 / -0.5624 Ha. As for the orbital gap (spin up / spin down): 0.204 / 0.202 Eh.

Structure (ORCA input):
```
! RIJCOSX wB97M-V def2-TZVPD def2/J DEFGRID3
* xyz 2 1
Tc -0.196 0.455 0.680
C 4.199 -3.032 -0.688
Si 2.999 -3.058 -2.132
C 2.881 -4.659 -3.103
C 3.314 -1.649 -3.350
C 1.243 -2.763 -1.377
C 0.238 -3.746 -1.418
C -1.024 -3.530 -0.884
C -1.309 -2.303 -0.308
N -0.369 -1.360 -0.273
C 0.869 -1.586 -0.765
S 1.769 -0.080 -0.502
H 5.203 -3.273 -1.045
H 3.936 -3.770 0.072
H 4.247 -2.050 -0.215
H 3.807 -4.815 -3.659
H 2.067 -4.626 -3.829
H 2.743 -5.527 -2.455
H 4.298 -1.772 -3.805
H 3.294 -0.677 -2.853
H 2.572 -1.655 -4.150
H 0.458 -4.701 -1.879
H -1.784 -4.298 -0.909
H -2.275 -2.077 0.124
C -2.839 1.107 3.464
C -1.316 1.058 3.468
O -0.829 0.380 2.344
C -0.813 0.261 4.704
F -1.372 -0.956 4.675
F 0.514 0.108 4.649
F -1.153 0.869 5.829
C -0.701 2.509 3.456
F -0.086 2.701 2.233
F -1.633 3.446 3.562
F 0.217 2.709 4.382
H -3.227 0.097 3.349
H -3.189 1.734 2.646
H -3.201 1.519 4.403
C -0.685 1.789 -0.498
C -1.269 2.928 -0.952
C -2.633 2.870 -1.387
C -3.312 4.034 -1.617
C -2.665 5.265 -1.452
C -1.318 5.337 -1.077
C -0.608 4.191 -0.838
H -3.100 1.902 -1.517
H -4.344 3.997 -1.938
H -3.216 6.180 -1.627
H -0.831 6.298 -0.983
H 0.435 4.220 -0.554
*
```

Entry from the OMol25 dataset: an isolated ion of composition C5H8N and charge +1 (ωB97M-V with the def2-TZVPD basis set).

The calculation puts the LUMO energy at -5.92 eV. The calculation puts the highest occupied orbital energy at -0.5409 Ha. As for the energy relative to the best compared isomer or geometry (same formula, charge and spin): 4.7439 eV. Its SMILES is C=C[N+]1=C[C@H]1C. As for the orbital gap: 0.324 Eh.

Structure (ORCA input):
```
! RIJCOSX wB97M-V def2-TZVPD def2/J DEFGRID3
* xyz 1 1
C 2.903 -0.265 0.197
C 1.567 0.138 0.065
N 0.361 -0.671 0.036
C -0.513 -1.602 -0.307
C -1.015 -0.282 -0.601
C -1.966 0.559 0.181
H 3.194 -1.245 0.514
H 3.755 0.408 0.302
H 1.209 1.162 0.045
H -0.369 -2.593 -0.159
H -0.889 0.108 -1.587
H -2.919 0.875 -0.309
H -1.680 1.600 0.440
H -2.222 0.112 1.213
*
```

Entry from the OMol25 dataset: a 3-piece molecular cluster, C14H26Br6O4 overall (ωB97M-V with the def2-TZVPD basis set).

The calculation puts the LUMO energy at 0.39 eV. The calculation puts the highest occupied orbital energy at -0.3050 Ha. As for the orbital gap: 0.319 Eh.

Structure (ORCA input):
```
! RIJCOSX wB97M-V def2-TZVPD def2/J DEFGRID3
* xyz 0 1
C -4.423 -0.191 -0.242
C -3.963 1.115 -0.962
O -3.505 2.136 -0.090
C -2.274 1.815 0.541
C -0.991 2.146 -0.302
O -0.043 1.067 -0.155
C -0.303 0.013 -1.043
C 0.746 -0.288 -2.205
O 1.482 -1.537 -1.920
C 1.188 -2.001 -0.618
O 1.884 -2.719 0.023
C -0.183 -1.360 -0.255
H -4.901 -0.923 -0.930
H -5.087 0.098 0.600
H -3.517 -0.718 0.151
H -4.865 1.530 -1.473
H -3.248 0.880 -1.794
H -2.187 0.770 0.894
H -2.224 2.449 1.456
H -0.477 3.032 0.138
H -1.193 2.410 -1.364
H -1.285 -0.039 -1.557
H 0.095 -0.610 -3.056
H 1.325 0.535 -2.651
H -0.092 -1.208 0.841
H -1.102 -1.901 -0.552
Br 2.653 -1.083 -3.474
C 3.827 -1.856 -4.861
C 4.823 -0.856 -5.401
Br 3.977 0.386 -6.642
H 3.175 -2.262 -5.631
H 4.345 -2.673 -4.359
H 5.599 -1.352 -5.984
H 5.289 -0.257 -4.623
Br -2.462 0.267 3.542
C -3.032 1.678 4.756
C -4.504 1.578 5.058
Br -5.576 2.233 3.570
H -2.753 2.623 4.297
H -2.444 1.531 5.660
H -4.766 2.216 5.901
H -4.830 0.562 5.261
Br 6.460 -1.533 1.467
C 5.055 -1.492 2.814
C 3.746 -1.028 2.231
Br 3.731 0.901 1.963
H 5.410 -0.859 3.623
H 4.972 -2.518 3.170
H 2.927 -1.226 2.921
H 3.521 -1.482 1.270
*
```

no.,F_max (eV Å⁻¹)
1,1.44
2,2.05
3,0.45
4,4.82
5,4.32
6,3.39
7,5.94
8,9.54